No. 1
This record from the OMol25 dataset describes 5 unconnected molecules or ions with the total composition C18H36F3N6O18S4. The level of theory is ωB97M-V with the def2-TZVPD basis set.

Last column: Löwdin charge in e.
Atoms and positions in Å:
S -2.620751 4.646895 5.130469  0.68
S -1.408733 3.588034 -2.537237  0.67
S 2.532200 -5.379072 -3.830710  0.69
S -4.342742 -1.799395 -0.018401  0.66
F 1.479414 0.221125 3.750902  0.04
F 3.279070 1.837984 4.148507  0.02
F 3.448303 -0.408888 4.930733  0.07
O -1.574300 3.727444 4.283444  -0.22
O -3.837541 -0.969018 -1.086881  -0.25
O 2.705406 -6.259404 -2.469492  -0.18
O -2.392184 2.291484 -2.438862  -0.21
O 1.827972 -1.024278 -2.026217  -0.10
O -2.395400 4.534802 -3.426361  -0.18
O -3.963673 4.238584 4.782661  -0.23
O 1.438356 -4.314289 -3.256105  -0.21
O -2.275093 4.052566 6.609563  -0.19
O 3.767418 -4.674031 -4.082812  -0.25
O -4.781468 -3.239049 -0.647162  -0.19
O -2.176163 6.020069 5.074463  -0.23
O -5.835380 -1.279772 0.381501  -0.19
O -0.270499 3.229794 -3.354072  -0.25
O -3.608545 -2.045329 1.202910  -0.24
O -1.281279 4.169585 -1.221199  -0.25
O -0.262924 1.127605 1.460901  -0.23
O 1.879928 -6.205279 -4.822201  -0.21
N 3.653884 0.148012 2.464817  0.06
N 4.348133 0.214360 -1.051351  0.06
N 2.977272 -1.801900 -4.816423  -0.02
N 3.297840 0.720612 1.215251  0.02
N 5.641884 -1.618034 3.300879  0.10
N 5.286851 -0.884795 0.908228  0.18
C -6.810272 -2.162110 -0.171902  -0.17
C 2.543199 -0.051879 -2.857085  -0.26
C -0.719854 3.025957 5.185126  -0.18
C -2.662720 0.961941 0.753678  -0.08
C 0.900785 -4.816212 -2.034684  -0.17
C 3.634661 -0.914736 -3.783708  -0.23
C 4.829410 -0.788291 2.351104  -0.13
C -1.402456 1.965525 1.069090  -0.21
C 0.788047 1.095762 0.405105  -0.12
C 4.272484 0.059532 0.295684  -0.16
C -3.435715 3.730738 -3.977728  -0.17
C 2.038527 -5.604703 -1.391610  -0.17
C -3.681066 2.632582 -2.946431  -0.17
C 3.497083 1.008293 -1.981717  -0.10
C -1.536721 2.841946 6.461287  -0.17
C 2.190823 1.722929 1.059973  -0.08
C 2.979331 0.400115 3.794214  -0.18
C -6.124528 -3.522766 -0.261839  -0.17
H 5.022753 -2.418595 3.594192  0.12
H -4.288101 3.002366 -2.113775  0.14
H 2.925820 1.927364 -1.575947  0.12
H 1.882161 0.565230 -3.599220  0.17
H -7.080810 -1.790656 -1.165572  0.13
H 3.438810 -2.757144 -4.776571  0.05
H -1.183585 2.765441 0.245724  0.09
H -7.701778 -2.190119 0.460321  0.14
H -2.191094 -0.126389 0.620154  0.08
H 1.824198 2.225224 2.080199  0.15
H -1.710379 2.580021 2.045294  0.13
H -4.328454 4.331622 -4.166739  0.14
H 1.958555 -1.919144 -4.620759  0.07
H 4.239618 1.445193 -2.812827  0.15
H -3.295540 1.301903 -0.169866  0.07
H -6.603020 -4.183094 -0.989015  0.14
H 2.595732 2.656770 0.435016  0.15
H 1.028658 -0.064484 0.258187  0.14
H -4.162762 1.754568 -3.384991  0.14
H 4.427068 -0.209766 -4.303882  0.12
H 0.163811 3.645619 5.368714  0.13
H -3.073402 3.310731 -4.922003  0.14
H -0.907455 2.664385 7.336653  0.14
H -2.253032 2.020321 6.355634  0.13
H 4.276839 -1.639524 -3.085649  0.12
H 5.143281 -0.326852 -1.513257  0.18
H 2.417795 -1.750216 -1.670705  0.10
H -6.098357 -4.016235 0.715471  0.13
H 2.754985 -4.935952 -0.903747  0.13
H 0.480878 1.633279 -0.587339  0.14
H 5.912175 -1.097739 4.172404  0.11
H 0.057629 -5.470441 -2.280456  0.14
H -0.410064 2.071125 4.752000  0.12
H 0.551839 -3.997014 -1.401500  0.13
H 1.674583 -6.337842 -0.666816  0.14
H -3.327624 0.878997 1.742371  0.11

Atoms 1-2, force components in eV/Å:
S -0.612 0.545 -0.002
S -0.369 0.135 -0.513

## Properties
E, a.u.: -4282.0090
2S+1: 1
LUMO level, eV: -3.93
Gap between HOMO and LUMO, eV: 7.433
Charge: +1
HOMO level, eV: -11.37

No. 2
This record from the OMol25 dataset describes a molecular structure, C18H36FO18Tl. The level of theory is ωB97M-V with the def2-TZVPD basis set.

Last column: Löwdin charge in e.
Atoms and positions in Å:
Tl 6.209177 -23.980515 17.815261  1.35
F 6.976397 -25.690911 19.707928  -0.31
O 6.923147 -30.934417 22.700069  0.24
O 3.442161 -24.379967 19.408616  0.08
O 7.395111 -28.799347 22.916798  0.05
O 9.996597 -26.392208 15.375556  0.06
O 4.776987 -26.449626 17.582154  0.01
O 1.344132 -24.849337 20.019221  0.04
O 6.231490 -23.004213 22.563077  0.04
O 10.324734 -24.462617 22.405026  0.03
O 4.818424 -28.661725 17.786020  0.06
O 8.464233 -25.696364 16.892708  0.03
O 10.025383 -27.254673 17.320827  0.08
O 2.913136 -26.024279 20.882383  0.06
O 11.739214 -23.094597 21.609876  0.05
O 6.114802 -22.627179 20.338994  0.04
O 4.414070 -22.176521 21.641399  0.05
O 11.802605 -25.187629 20.866646  0.17
O 3.040766 -27.767475 17.040822  0.07
O 5.494055 -29.384979 21.972702  -0.04
C 5.627153 -22.647566 21.449685  -0.60
C 4.234755 -27.531622 17.494060  -0.61
C 3.727168 -22.470832 22.845446  -0.01
C 9.728582 -25.327736 14.446655  0.02
C 9.688675 -25.724408 22.379830  -0.04
C 2.095886 -26.707823 16.885073  0.01
C 2.645044 -25.017424 20.054778  -0.60
C 9.671427 -27.396445 18.659478  -0.02
C 9.431509 -26.380776 16.550060  -0.57
C 0.805322 -23.919385 19.109517  -0.02
C 6.834922 -27.525472 23.192577  -0.02
C 4.265845 -26.418198 21.022809  -0.03
C 7.595580 -23.375780 22.482731  -0.01
C 4.432248 -30.343191 21.803324  0.01
C 6.612513 -29.804660 22.536562  -0.62
C 12.887782 -22.784647 20.830681  -0.01
C 11.311802 -24.311757 21.519744  -0.63
C 6.217265 -28.663383 18.088322  0.00
H 8.626243 -27.675781 18.801873  0.07
H 8.658964 -25.125938 14.441512  0.09
H 4.749095 -26.799971 20.129117  0.08
H 10.391445 -26.559517 22.342104  0.12
H 9.081939 -25.823209 21.467732  0.08
H 6.571659 -27.638432 18.186890  0.05
H 9.033377 -25.792503 23.235219  0.08
H -0.153297 -24.332991 18.799403  0.11
H 7.586430 -24.270994 21.830061  0.07
H 5.862714 -27.653016 23.669787  0.12
H 6.697672 -26.903624 22.286617  0.09
H 0.574081 -22.961348 19.570387  0.11
H 8.158774 -22.697315 21.844968  0.12
H 3.896442 -23.482774 23.234171  0.11
H 2.652803 -22.362726 22.758308  0.11
H 7.562052 -27.077935 23.856863  0.09
H 1.435527 -23.784508 18.235942  0.09
H 13.175401 -21.753859 20.978654  0.10
H 8.061058 -23.639051 23.416418  0.11
H 1.261016 -26.917015 17.551536  0.11
H 4.175976 -30.770417 22.767264  0.11
H 10.302156 -28.164160 19.106571  0.12
H 9.890275 -26.472793 19.197665  0.09
H 6.350435 -29.167570 19.038738  0.10
H 1.701637 -26.730021 15.870608  0.11
H 4.846650 -25.552788 21.363197  0.09
H 3.597337 -29.845489 21.328519  0.10
H 6.715468 -29.171658 17.267606  0.12
H 13.705921 -23.465377 21.083834  0.11
H 12.717265 -22.952926 19.762140  0.10
H 4.365909 -27.136536 21.833382  0.09
H 4.096498 -21.833376 23.653813  0.11
H 2.502132 -25.713737 17.055001  0.08
H 10.039604 -25.649448 13.462891  0.11
H 4.798709 -31.128075 21.142104  0.11
H 10.283077 -24.443965 14.750167  0.11

Atoms 1-2, force components in eV/Å:
Tl 0.000 -1.501 1.701
F -0.229 0.869 -0.870

## Properties
E, a.u.: -2333.3046
2S+1: 1
LUMO level, eV: -13.29
Gap between HOMO and LUMO, eV: 2.341
Charge: +2
HOMO level, eV: -15.63
Relative energy (zero: lowest compared OMol25 entry of this formula, charge and spin), eV: 1.5532